{"formula": "C3H5FO3", "method": "wB97M-V/def2-TZVPD", "smiles": "C[C@H](F)C(=O)OO", "total_energy_ha": -442.7836, "e_above_lowest_kcal_mol": 73.1, "homo_lumo_gap_ev": 11.18, "e_homo_ev": -10.49, "multiplicity": 1, "species": ["C", "C", "C", "O", "O", "O", "F", "H", "H", "H", "H", "H"], "xyz": [[0.790, 0.042, -0.575], [-1.397, -0.722, 0.797], [-0.906, 0.436, -0.030], [1.099, -0.872, -1.268], [2.913, 0.914, -0.240], [1.505, 0.972, -0.018], [-1.617, 0.589, -1.178], [-1.219, -1.660, 0.277], [-0.888, -0.735, 1.753], [-2.468, -0.618, 0.964], [-0.847, 1.397, 0.476], [3.035, 0.258, -0.956]], "forces_ev_per_a": [[-4.4, 0.2, 0.9], [-0.1, 0.3, -0.3], [3.3, -1.0, -0.8], [0.6, 0.0, -0.1], [0.4, -0.2, -0.2], [0.8, 1.0, 0.4], [-0.3, -0.1, -0.2], [0.0, -0.1, 0.0], [0.1, 0.0, 0.2], [0.0, 0.0, 0.1], [0.0, -0.1, 0.1], [-0.3, 0.0, 0.1]]}

=====

{"formula": "C24H29BCl2F4N7O10SSr", "method": "wB97M-V/def2-TZVPD", "total_energy_ha": -3841.3731, "e_above_lowest_kcal_mol": 15.6, "homo_lumo_gap_ev": 8.02, "e_homo_ev": -5.69, "total_charge": -1, "multiplicity": 1, "species": ["Sr", "O", "Cl", "O", "O", "O", "O", "Cl", "O", "O", "O", "N", "C", "O", "C", "C", "C", "C", "N", "C", "H", "H", "H", "H", "H", "H", "C", "N", "C", "C", "C", "N", "C", "C", "O", "H", "H", "H", "H", "H", "H", "H", "H", "H", "H", "H", "H", "F", "B", "F", "F", "F", "N", "C", "N", "C", "C", "C", "C", "C", "C", "H", "H", "H", "H", "H", "H", "S", "C", "N", "C", "C", "C", "C", "H", "H", "H", "H", "H"], "xyz": [[0.526, 0.213, -1.038], [-1.174, 3.323, -3.279], [-0.255, 2.236, -3.357], [0.308, 2.126, -4.670], [-0.925, 0.984, -3.003], [0.808, 2.391, -2.368], [3.114, -3.054, -1.868], [2.223, -2.780, -0.770], [2.388, -3.749, 0.267], [0.844, -2.776, -1.252], [2.485, -1.438, -0.253], [0.092, 1.812, 4.717], [1.422, 1.638, 4.717], [2.074, 1.389, 5.727], [2.084, 1.683, 3.375], [3.377, 2.174, 3.272], [3.975, 2.217, 2.030], [3.268, 1.741, 0.938], [2.039, 1.242, 1.029], [1.458, 1.220, 2.228], [-0.387, 1.719, 5.596], [-0.440, 2.042, 3.880], [3.886, 2.512, 4.166], [4.976, 2.606, 1.899], [3.713, 1.748, -0.051], [0.456, 0.805, 2.273], [-2.184, -2.101, -2.863], [-3.210, -1.731, -1.902], [-4.573, -1.640, -2.390], [-5.535, -1.671, -1.222], [-5.163, -0.574, -0.248], [-3.761, -0.658, 0.110], [-3.355, 0.135, 1.261], [-2.808, -1.079, -0.766], [-1.604, -0.929, -0.532], [-2.579, -2.899, -3.492], [-1.309, -2.472, -2.334], [-1.893, -1.255, -3.493], [-4.749, -2.488, -3.054], [-4.718, -0.726, -2.981], [-5.468, -2.641, -0.724], [-6.560, -1.533, -1.568], [-5.748, -0.665, 0.670], [-5.387, 0.412, -0.676], [-4.004, -0.118, 2.103], [-3.432, 1.204, 1.058], [-2.330, -0.100, 1.521], [-2.279, 3.627, 0.746], [-1.192, 2.933, 1.237], [-0.859, 1.860, 0.342], [-0.075, 3.730, 1.428], [-1.545, 2.326, 2.489], [2.444, -1.450, -5.137], [1.717, -1.373, -3.990], [2.007, -0.326, -3.275], [2.990, 0.348, -3.986], [3.642, 1.544, -3.703], [4.594, 1.986, -4.600], [4.894, 1.264, -5.765], [4.242, 0.083, -6.068], [3.288, -0.355, -5.158], [2.411, -2.204, -5.797], [1.006, -2.132, -3.705], [3.377, 2.116, -2.825], [5.113, 2.917, -4.411], [5.644, 1.646, -6.445], [4.465, -0.467, -6.973], [-0.436, -2.300, 2.304], [-0.602, -1.875, 3.900], [0.504, -1.565, 4.661], [0.489, -1.245, 5.981], [-0.680, -1.209, 6.662], [-1.870, -1.503, 5.949], [-1.836, -1.820, 4.629], [1.385, -1.584, 4.163], [1.445, -0.990, 6.409], [-0.691, -0.950, 7.710], [-2.822, -1.472, 6.466], [-2.734, -2.048, 4.074]], "forces_ev_per_a": [[0.1, -0.4, 0.5], [0.1, -0.1, 0.0], [-0.1, 0.2, -0.4], [0.0, 0.0, 0.2], [-0.3, -0.2, -0.1], [0.2, 0.3, 0.1], [-0.1, 0.0, 0.1], [0.1, -0.2, -0.1], [0.0, 0.1, -0.1], [0.0, 0.2, -0.1], [0.0, 0.1, 0.0], [0.0, 0.0, 0.0], [-0.1, -0.4, -0.1], [0.0, 0.2, 0.1], [0.0, 0.1, 0.0], [0.0, 0.0, 0.1], [0.1, 0.0, -0.1], [-0.1, -0.1, 0.0], [-0.1, 0.0, -0.1], [0.0, 0.1, 0.0], [0.0, 0.0, 0.0], [0.0, 0.1, 0.0], [0.0, 0.0, 0.0], [0.0, 0.0, 0.0], [0.0, 0.0, 0.0], [0.0, 0.0, 0.0], [0.0, 0.0, 0.0], [0.0, 0.0, 0.0], [0.0, 0.0, 0.0], [0.0, 0.0, 0.0], [0.0, 0.0, 0.0], [0.0, 0.0, 0.0], [0.0, 0.0, 0.0], [0.0, 0.0, 0.0], [0.0, 0.0, 0.0], [0.0, 0.0, 0.0], [0.0, 0.0, 0.0], [0.0, 0.0, 0.0], [0.0, 0.0, 0.0], [0.0, 0.0, 0.0], [0.0, 0.0, 0.0], [0.0, 0.0, 0.0], [0.0, 0.0, 0.0], [0.0, 0.0, 0.0], [0.0, 0.0, 0.0], [0.0, 0.0, 0.0], [0.0, 0.0, 0.0], [0.0, 0.0, 0.0], [-0.1, 0.0, 0.0], [0.1, -0.1, -0.1], [0.1, 0.0, 0.0], [0.0, 0.0, 0.0], [0.0, 0.0, 0.0], [0.2, 0.0, 0.0], [-0.2, 0.1, 0.1], [0.0, 0.0, 0.0], [0.0, 0.0, 0.0], [0.0, 0.0, 0.0], [0.0, 0.0, 0.0], [0.0, 0.0, 0.0], [0.0, 0.0, 0.0], [0.0, 0.0, 0.0], [0.0, 0.0, 0.0], [0.0, 0.0, 0.0], [0.0, 0.0, 0.0], [0.0, 0.0, 0.0], [0.0, 0.0, 0.0], [-0.1, 0.1, 0.0], [0.1, -0.1, 0.1], [0.0, 0.0, 0.1], [0.0, 0.0, -0.2], [0.0, 0.0, 0.1], [0.0, 0.0, 0.0], [0.0, 0.0, 0.0], [0.0, 0.0, 0.0], [0.1, 0.0, 0.0], [0.0, 0.0, 0.0], [0.0, 0.0, 0.0], [0.0, 0.0, 0.0]]}

=====

{"formula": "C14H56N20O16", "method": "wB97M-V/def2-TZVPD", "total_energy_ha": -2866.3772, "homo_lumo_gap_ev": 9.39, "e_homo_ev": -9.45, "multiplicity": 1, "species": ["C", "O", "N", "N", "H", "H", "H", "H", "C", "O", "N", "N", "H", "H", "H", "H", "C", "O", "N", "N", "H", "H", "H", "H", "C", "O", "N", "N", "H", "H", "H", "H", "C", "O", "N", "N", "H", "H", "H", "H", "C", "O", "N", "N", "H", "H", "H", "H", "C", "O", "N", "N", "H", "H", "H", "H", "C", "O", "N", "N", "H", "H", "H", "H", "C", "O", "N", "N", "H", "H", "H", "H", "C", "O", "N", "N", "H", "H", "H", "H", "O", "H", "H", "O", "H", "H", "C", "C", "O", "O", "H", "H", "H", "H", "H", "H", "C", "C", "O", "O", "H", "H", "H", "H", "H", "H"], "xyz": [[-3.169, -1.254, 3.708], [-4.031, -1.984, 3.286], [-3.069, 0.084, 3.581], [-2.148, -1.783, 4.405], [-3.394, 0.501, 2.712], [-2.305, 0.536, 4.062], [-1.294, -1.301, 4.569], [-2.219, -2.722, 4.641], [-3.101, -4.129, -0.004], [-1.920, -3.933, -0.099], [-3.776, -4.778, -1.017], [-3.930, -3.657, 0.914], [-3.181, -4.906, -1.846], [-4.671, -4.332, -1.266], [-3.583, -3.161, 1.785], [-4.888, -3.923, 0.792], [-1.725, 3.330, -4.172], [-2.751, 3.197, -3.433], [-0.504, 3.644, -3.571], [-1.676, 2.971, -5.499], [-0.386, 3.434, -2.569], [0.418, 3.489, -4.083], [-2.484, 2.761, -6.085], [-0.794, 2.691, -5.883], [1.839, -4.092, -1.207], [2.083, -4.634, -0.107], [2.508, -4.494, -2.319], [0.907, -3.103, -1.352], [3.304, -5.121, -2.299], [2.271, -4.005, -3.155], [0.452, -2.870, -0.475], [0.984, -2.280, -2.006], [3.228, -0.845, 1.156], [2.606, 0.180, 0.980], [2.653, -2.021, 1.632], [4.602, -0.816, 1.019], [1.585, -1.984, 1.659], [2.995, -2.921, 1.300], [5.112, -1.482, 1.632], [5.040, 0.055, 0.965], [2.209, -1.092, 5.932], [1.889, -0.534, 6.961], [2.127, -0.467, 4.729], [2.415, -2.412, 5.880], [1.977, 0.487, 4.966], [2.633, -0.686, 3.905], [2.949, -2.626, 5.028], [3.028, -2.673, 6.609], [2.798, 3.099, -1.630], [2.442, 3.279, -2.784], [3.950, 3.540, -1.055], [1.980, 2.495, -0.770], [4.650, 4.077, -1.507], [4.000, 3.257, -0.080], [2.390, 2.205, 0.113], [1.372, 1.795, -1.191], [-3.343, 2.509, 0.067], [-3.289, 1.936, 1.171], [-2.733, 3.770, 0.000], [-3.860, 2.111, -1.187], [-2.553, 4.255, 0.893], [-2.511, 4.248, -0.832], [-3.771, 1.055, -1.388], [-3.232, 2.548, -1.850], [2.527, -0.742, -3.392], [2.159, -1.837, -3.683], [2.513, 0.311, -4.183], [2.926, -0.425, -2.059], [2.349, 0.239, -5.171], [2.510, 1.292, -3.915], [3.011, -1.258, -1.554], [3.344, 0.478, -1.785], [-1.230, -1.007, -4.715], [-2.343, -1.459, -4.877], [-0.764, -0.166, -3.687], [-0.279, -1.273, -5.717], [-1.329, -0.047, -2.854], [0.180, -0.366, -3.575], [-0.612, -2.075, -6.201], [0.702, -1.206, -5.298], [3.306, 3.015, 1.733], [2.747, 3.731, 2.029], [3.303, 2.382, 2.429], [-4.026, -0.303, -2.435], [-4.891, 0.084, -2.349], [-3.939, -0.600, -3.327], [-1.275, -0.350, -0.312], [-1.242, -1.042, 1.011], [-0.232, -2.053, 1.173], [0.004, 0.211, -0.582], [-1.996, 0.530, -0.389], [-1.495, -1.107, -1.066], [-2.180, -1.529, 1.161], [-1.070, -0.468, 1.875], [-0.772, -2.769, 0.807], [0.644, -0.186, 0.023], [0.567, 3.320, 4.166], [-0.426, 2.253, 3.658], [-1.569, 2.969, 3.139], [0.890, 4.291, 3.209], [1.479, 2.826, 4.502], [0.043, 3.740, 5.002], [-0.653, 1.677, 4.578], [0.010, 1.566, 2.961], [-2.056, 2.338, 2.568], [0.058, 4.495, 2.772]], "forces_ev_per_a": [[1.3, 0.1, 0.7], [-1.6, -0.4, -1.1], [-0.5, 1.0, -0.7], [0.7, 0.8, 0.4], [-0.2, 0.1, 0.3], [-0.2, 0.0, -0.2], [0.4, 0.2, 0.2], [0.0, -1.7, 0.4], [-1.6, 0.4, -1.4], [2.6, 0.3, 0.8], [-0.6, -0.3, -1.6], [0.5, 1.0, 2.3], [-0.5, 0.1, 0.7], [0.8, -0.6, 0.2], [-1.1, -0.8, -1.4], [-0.2, 0.2, 0.7], [-0.7, -2.0, 2.4], [2.0, 1.1, -2.3], [1.2, -0.5, -1.2], [-0.2, 0.6, 0.0], [-0.5, 0.2, -0.9], [-1.9, 0.4, 1.0], [0.3, 0.2, 1.0], [0.1, 0.1, 0.0], [1.2, -1.0, 1.4], [-0.5, 0.8, -0.8], [-0.3, 0.3, -0.4], [-0.2, 1.4, -0.4], [-0.5, 0.3, 0.3], [0.3, 0.1, -0.5], [0.3, -0.1, -0.4], [0.2, -1.9, 0.8], [0.5, -0.8, 1.1], [-1.2, 0.8, -0.2], [-1.1, 0.8, -0.3], [0.1, -3.2, 1.1], [1.8, -0.1, -0.3], [0.0, 0.2, 0.0], [-0.5, 0.7, -1.0], [0.3, 1.5, -0.2], [-1.6, 0.9, 0.5], [0.3, 0.6, 0.4], [-0.6, 1.1, 0.5], [1.9, -2.0, -1.8], [-0.1, 0.9, -0.6], [0.4, -0.4, -0.6], [-0.7, -0.4, 0.2], [0.2, -0.6, 1.4], [0.3, 1.1, -0.2], [0.4, 0.0, -1.7], [-0.6, -0.9, 0.7], [-0.8, -1.5, 1.0], [0.2, 0.3, -0.4], [0.7, 0.6, -0.2], [-0.4, 0.0, 0.0], [-0.1, 0.3, 0.3], [1.2, 1.4, -0.1], [-1.0, -0.4, -1.3], [-0.6, -0.8, 2.0], [1.3, -2.0, 2.2], [-0.1, -0.7, -0.9], [-0.2, 0.4, -1.0], [-0.2, 2.2, 0.8], [-0.5, 0.3, -0.9], [1.5, 2.9, 4.1], [-0.7, -2.7, -1.2], [-0.1, 2.5, -2.3], [-0.6, 0.8, -2.6], [-0.1, -0.6, -0.1], [0.3, -0.3, 0.8], [0.4, -0.8, 1.4], [-0.4, -1.2, -0.2], [0.4, 0.4, -0.5], [-0.9, 0.4, 0.8], [-2.1, -0.8, -1.6], [1.4, 1.7, 2.6], [0.1, -0.2, -0.3], [1.8, 0.2, 1.0], [0.6, -0.7, -0.5], [-1.7, -1.0, -1.4], [0.6, 0.5, -0.8], [-0.6, 0.5, 0.3], [-0.1, -0.9, 0.8], [0.3, -0.3, 1.0], [-0.7, 0.1, -0.2], [0.3, -0.5, -1.3], [0.3, 1.2, -0.3], [-0.3, -0.3, 0.8], [-0.7, 0.2, -1.0], [0.3, 0.2, -0.3], [0.7, -1.6, 0.4], [-0.3, -0.1, -0.2], [-0.9, -0.2, 0.1], [0.0, 1.7, 0.7], [0.4, -1.5, 0.1], [0.3, 0.1, -0.1], [-0.7, -1.2, -0.5], [-0.1, 1.2, 1.0], [0.9, -1.3, 0.2], [0.3, 0.0, -0.3], [0.1, 0.1, 0.1], [0.0, 0.6, 0.7], [-0.3, 0.1, -0.3], [0.2, -0.3, -0.9], [-0.1, 0.7, -0.1], [-0.1, 0.1, -0.2]]}